Entry 1:
The following is a DFT calculation (the ωB97M-V functional and the def2-TZVPD basis) of C5H11Br2F2NOPt2 as an isolated structure at a distorted geometry.

Geometry as XYZ:
```
24
C5H11Br2F2NOPt2 (the ωB97M-V functional and the def2-TZVPD basis)
Pt 1.329 -3.238 0.597
Pt 3.713 -0.917 1.777
F 3.411 -3.124 1.632
F 1.588 -0.982 0.836
Br 3.081 1.707 -2.911
C 2.138 0.169 -2.120
C 1.405 -0.624 -3.155
Br -0.428 0.066 -3.177
H 1.514 0.495 -1.288
H 2.961 -0.480 -1.820
H 1.287 -1.707 -3.134
H 1.961 -0.560 -4.090
C -0.834 0.750 2.384
O -0.884 0.618 3.584
N -1.890 0.907 1.537
C -1.632 0.709 0.104
C -3.255 0.883 1.998
H 0.133 0.558 1.895
H -0.995 1.557 -0.147
H -2.574 0.809 -0.435
H -1.031 -0.093 -0.324
H -3.435 1.349 2.967
H -3.952 1.294 1.267
H -3.612 -0.147 2.023
```

Output
Multiplicity: 5
Energy above the lowest of the compared OMol25 structures with the same formula, charge and spin, kJ/mol: 235.02
HOMO level (spin up / spin down), eV: -15.32 / -15.29
Orbital gap (spin up / spin down), eV: 4.7 / 3.1
Net charge: +2

Atom charges from the natural (NBO) analysis, given in e for atoms 1 to 8: Pt 0.91; Pt 1.52; F -0.67; F -0.76; Br 0.05; C -0.47; C -0.46; Br -0.01


Entry 2:
The following is a DFT calculation (the ωB97M-V functional and the def2-TZVPD basis) of C5H11BrNO3SZn as an isolated structure at a distorted geometry.

Geometry as XYZ:
```
23
C5H11BrNO3SZn (the ωB97M-V functional and the def2-TZVPD basis)
Zn -10.563 2.554 -17.867
Br -11.356 2.870 -15.566
C -9.309 0.102 -14.384
C -9.196 -1.262 -13.888
N -9.150 -2.342 -13.460
H -8.702 0.790 -13.795
H -10.354 0.385 -14.260
H -9.121 0.176 -15.455
O -14.931 3.925 -14.756
S -14.537 4.745 -13.638
O -13.967 6.061 -13.832
O -15.818 4.822 -12.561
C -15.850 5.798 -11.548
C -17.380 5.856 -11.293
C -13.504 3.817 -12.500
H -15.492 6.798 -11.789
H -15.366 5.389 -10.661
H -17.554 4.955 -10.705
H -18.088 5.987 -12.112
H -17.550 6.628 -10.543
H -12.666 3.347 -13.015
H -13.985 3.342 -11.645
H -13.028 4.614 -11.930
```

Output
Energy above the lowest of the compared OMol25 structures with the same formula, charge and spin, kJ/mol: 296.83
HOMO level, eV: -13.30
Orbital gap, eV: 4.0
Net charge: +1

Atom charges from the natural (NBO) analysis, given in e for atoms 1 to 8: Zn 1.36; Br -0.35; C -0.71; C 0.26; N -0.28; H 0.26; H 0.24; H 0.22


Entry 3:
The following is a DFT calculation (the ωB97M-V functional and the def2-TZVPD basis) of a 2-piece molecular cluster, C5H11BrO overall at a distorted geometry.

Geometry as XYZ:
```
18
C5H11BrO (the ωB97M-V functional and the def2-TZVPD basis)
C -1.805 -0.829 0.320
C -0.321 -0.620 0.437
O 0.294 -1.458 1.085
C 0.446 0.518 -0.250
C -0.305 1.827 0.319
C 0.632 0.469 -1.703
H -2.107 -1.269 -0.619
H -2.272 0.068 0.414
H -2.052 -1.673 0.930
H 1.391 0.418 0.269
H -0.017 1.792 1.357
H 0.100 2.698 -0.172
H -1.369 1.786 0.254
H -0.284 0.572 -2.080
H 1.191 1.346 -1.979
H 1.245 -0.274 -2.085
Br 3.301 -2.739 2.091
H 1.934 -2.632 1.413
```

Output
Energy above the lowest of the compared OMol25 structures with the same formula, charge and spin, kJ/mol: 106.18
SMILES: CC(=O)C(C)C.Br
HOMO level, eV: -9.78
Orbital gap, eV: 10.6

Atom charges from the natural (NBO) analysis, given in e for atoms 1 to 8: C -0.73; C 0.63; O -0.59; C -0.29; C -0.60; C -0.60; H 0.24; H 0.22


Entry 4:
The following is a DFT calculation (the ωB97M-V functional and the def2-TZVPD basis) of a 2-piece molecular cluster, C5H11Cl3OSi2 overall at a distorted geometry.

Geometry as XYZ:
```
22
C5H11Cl3OSi2 (the ωB97M-V functional and the def2-TZVPD basis)
Si 2.040 -1.143 0.872
C 0.240 -1.045 0.417
C -0.793 -1.922 0.643
C -2.206 -1.723 0.186
C -2.330 -0.392 -0.451
C -1.107 -0.085 -1.241
O 0.110 0.025 -0.464
H 2.551 0.250 0.784
H 2.557 -2.000 -0.147
H 1.995 -1.788 2.168
H -0.596 -2.874 1.231
H -2.899 -1.669 0.973
H -2.427 -2.611 -0.408
H -3.258 -0.385 -1.043
H -2.371 0.443 0.296
H -1.155 -0.902 -2.084
H -0.945 0.868 -1.837
Cl 1.304 2.345 1.459
Si 2.060 3.556 0.025
Cl 1.128 2.878 -1.642
Cl 4.087 3.147 0.021
H 2.014 5.028 0.242
```

Output
Energy above the lowest of the compared OMol25 structures with the same formula, charge and spin, kJ/mol: 84.83
SMILES: [SiH3]C1=CCCCO1.Cl[SiH](Cl)Cl
HOMO level, eV: -8.46
Orbital gap, eV: 9.2

Atom charges from the natural (NBO) analysis, given in e for atoms 1 to 8: Si 0.87; C -0.10; C -0.28; C -0.44; C -0.44; C -0.08; O -0.53; H -0.14


Entry 5:
The following is a DFT calculation (the ωB97M-V functional and the def2-TZVPD basis) of C5H11ClI2N2O2Sb as an isolated structure at a distorted geometry.

Geometry as XYZ:
```
24
C5H11ClI2N2O2Sb (the ωB97M-V functional and the def2-TZVPD basis)
C -3.231 0.206 1.479
C -1.858 0.122 0.878
I -1.400 2.003 -0.014
C -0.969 -0.859 0.835
I -1.584 -2.668 1.793
Sb 1.101 -1.037 -0.131
Cl 1.924 -2.154 1.979
C 0.452 -0.204 -2.049
N -0.892 -0.619 -2.494
C 1.817 0.821 0.808
O 2.197 1.770 -0.198
N 3.363 2.449 0.237
O 3.205 3.605 0.237
H -3.281 1.023 2.202
H -3.524 -0.721 1.969
H -3.961 0.433 0.697
H 0.579 -2.603 -0.670
H 2.719 -1.231 -0.766
H 0.560 0.879 -2.113
H 1.186 -0.610 -2.753
H -1.450 -0.944 -1.709
H -0.802 -1.418 -3.108
H 1.139 1.263 1.542
H 2.710 0.495 1.350
```

Output
HOMO level, eV: -4.94
Orbital gap, eV: 7.5
Net charge: -1

Atom charges from the natural (NBO) analysis, given in e for atoms 1 to 8: C -0.68; C -0.23; I 0.08; C -0.51; I 0.08; Sb 1.40; Cl -0.63; C -0.60


Entry 6:
The following is a DFT calculation (the ωB97M-V functional and the def2-TZVPD basis) of an isolated ion of composition C5H11ClN and charge +1 at a distorted geometry.

Geometry as XYZ:
```
18
C5H11ClN (the ωB97M-V functional and the def2-TZVPD basis)
C -0.913 0.442 1.764
C -0.074 0.162 0.790
C 1.587 0.344 0.875
Cl 2.359 -1.194 1.470
N -0.507 -0.112 -0.652
C -0.278 1.127 -1.509
C 0.263 -1.221 -1.183
H -2.032 0.638 1.807
H -0.395 0.767 2.664
H 1.885 0.646 -0.179
H 1.777 1.030 1.695
H -1.535 -0.262 -0.628
H -1.016 1.086 -2.328
H -0.409 2.066 -0.884
H 0.811 1.151 -1.872
H -0.222 -2.148 -0.895
H 0.408 -1.252 -2.262
H 1.235 -1.240 -0.766
```

Output
Energy above the lowest of the compared OMol25 structures with the same formula, charge and spin, kJ/mol: 190.51
SMILES: C=C(CCl)[NH+](C)C
HOMO level, eV: -14.64
Orbital gap, eV: 11.5
Net charge: +1

Atom charges from the natural (NBO) analysis, given in e for atoms 1 to 8: C -0.37; C 0.14; C -0.42; Cl -0.01; N -0.39; C -0.43; C -0.44; H 0.26


Entry 7:
The following is a DFT calculation (the ωB97M-V functional and the def2-TZVPD basis) of C5H11ClN2 as an isolated structure at a distorted geometry.

Geometry as XYZ:
```
19
C5H11ClN2 (the ωB97M-V functional and the def2-TZVPD basis)
C -1.579 1.144 1.131
C -0.462 0.705 0.219
C 1.028 0.560 0.648
C 1.216 -0.563 -0.464
C -0.241 -0.641 -0.465
H -0.965 2.023 1.676
H -2.050 0.141 1.802
H -2.548 1.822 0.492
H 1.193 0.294 1.674
H 1.685 1.443 0.532
H 1.424 -0.189 -1.436
H 1.731 -2.218 0.717
H 2.822 -1.558 -0.176
H -0.615 -1.501 0.207
H -0.853 -0.154 -2.337
H -2.041 -0.548 -1.251
N 1.879 -1.779 -0.202
N -1.040 -0.946 -1.668
Cl -0.585 1.963 -1.101
```

Output
Energy above the lowest of the compared OMol25 structures with the same formula, charge and spin, kJ/mol: 293.40
HOMO level, eV: -9.37
Orbital gap, eV: 10.2

Atom charges from the natural (NBO) analysis, given in e for atoms 1 to 8: C -0.67; C -0.01; C -0.45; C -0.08; C -0.08; H 0.24; H 0.24; H 0.25


Entry 8:
The following is a DFT calculation (the ωB97M-V functional and the def2-TZVPD basis) of a single C5H11ClN2 molecule at a distorted geometry.

Geometry as XYZ:
```
19
C5H11ClN2 (the ωB97M-V functional and the def2-TZVPD basis)
N 1.947 -0.434 -1.110
C 1.540 -1.158 0.039
C 0.526 -0.457 0.953
C -0.788 -0.113 0.283
C -1.839 -0.919 0.417
Cl -3.327 -0.726 -0.444
C -0.852 1.171 -0.611
N -0.759 2.427 0.165
H 2.644 -0.930 -1.628
H 1.204 -0.293 -1.747
H 1.031 -2.154 -0.191
H 2.340 -1.274 0.701
H 0.334 -1.122 1.800
H 0.948 0.449 1.347
H -1.883 -1.723 1.114
H -1.797 1.164 -1.113
H -0.132 1.187 -1.435
H 0.193 2.562 0.461
H -1.330 2.343 1.000
```

Output
Energy above the lowest of the compared OMol25 structures with the same formula, charge and spin, kJ/mol: 65.40
SMILES: NCC/C(=C/Cl)CN
HOMO level, eV: -9.10
Orbital gap, eV: 10.0

Atom charges from the natural (NBO) analysis, given in e for atoms 1 to 8: N -0.83; C -0.20; C -0.43; C -0.02; C -0.23; Cl -0.02; C -0.26; N -0.81


Entry 9:
The following is a DFT calculation (the ωB97M-V functional and the def2-TZVPD basis) of a single C5H11ClN4O molecule at a distorted geometry.

Geometry as XYZ:
```
22
C5H11ClN4O (the ωB97M-V functional and the def2-TZVPD basis)
C 1.402 -1.001 0.914
C 0.104 -0.347 1.212
C -0.779 -0.238 -0.013
C -1.989 -1.173 0.180
C -0.766 2.250 -0.319
N 1.506 -1.920 -0.087
N -0.089 -0.724 -1.202
N 0.826 -1.723 -1.136
N 2.571 1.267 -0.948
O -1.428 1.011 -0.313
Cl 2.834 0.415 0.334
H 1.990 -1.246 1.836
H -0.398 -0.983 1.893
H 0.363 0.571 1.770
H -1.655 -2.149 -0.090
H -2.744 -0.905 -0.560
H -2.331 -1.069 1.179
H 0.350 2.177 -0.151
H -1.159 2.874 0.476
H -0.853 2.810 -1.177
H -0.599 -0.693 -2.070
H 2.844 0.794 -1.728
```

Output
Energy above the lowest of the compared OMol25 structures with the same formula, charge and spin, kJ/mol: 344.36
HOMO level (spin up / spin down), eV: -7.98 / -7.98
Orbital gap (spin up / spin down), eV: 7.7 / 7.7

Atom charges from the natural (NBO) analysis, given in e for atoms 1 to 8: C -0.03; C -0.52; C 0.40; C -0.61; C -0.26; N -0.30; N -0.44; N 0.05


Entry 10:
The following is a DFT calculation (the ωB97M-V functional and the def2-TZVPD basis) of a 2-piece molecular cluster, C5H11ClNO overall at a distorted geometry.

Geometry as XYZ:
```
19
C5H11ClNO (the ωB97M-V functional and the def2-TZVPD basis)
C -1.363 -1.462 -1.170
C 0.584 -1.138 1.160
C 1.052 -0.123 -1.159
C -0.074 2.061 0.918
C 0.154 -0.321 0.019
N -0.717 0.790 0.256
O -2.301 -0.915 -1.615
Cl -0.796 -3.080 -1.434
H 0.679 -2.179 0.695
H -0.011 -1.160 2.014
H 1.657 -0.880 1.476
H 1.479 -1.084 -1.338
H 1.770 0.737 -1.071
H 0.485 0.091 -2.107
H 0.344 2.725 0.167
H -0.866 2.572 1.385
H 0.736 1.806 1.537
H -1.600 0.518 0.918
H -1.211 1.041 -0.652
```

Output
Energy above the lowest of the compared OMol25 structures with the same formula, charge and spin, kJ/mol: 262.03
HOMO level, eV: -13.08
Orbital gap, eV: 8.9
Net charge: +1

Atom charges from the natural (NBO) analysis, given in e for atoms 1 to 8: C 0.49; C -0.70; C -0.70; C -0.40; C 0.21; N -0.58; O -0.50; Cl 0.05